C31H59IrN6OSi5 as an isolated structure, computed with wB97M-V/def2-TZVPD.

As for the total energy: -3172.280109 Eh. For the HOMO energy, the calculation gives -6.09 eV.

Geometry (Å):
Ir (-0.16, 0.25, -0.42)
C (1.09, -2.94, 2.31)
Si (-0.45, -1.86, 2.58)
C (-0.66, -1.98, 4.47)
C (-1.93, -2.88, 1.99)
C (-0.32, -0.08, 1.93)
Si (-1.82, 0.78, 2.73)
C (-3.33, -0.32, 3.09)
C (-2.79, 2.11, 1.77)
C (-1.38, 1.43, 4.45)
Si (1.43, 0.36, 2.39)
C (2.16, -0.37, 3.98)
C (2.28, 2.03, 2.49)
C (2.46, -0.26, 0.92)
C (3.79, -0.67, 0.98)
C (4.51, -0.86, -0.18)
C (3.89, -0.62, -1.40)
C (2.57, -0.22, -1.41)
N (1.86, -0.05, -0.28)
H (0.78, -3.96, 2.07)
H (1.69, -3.00, 3.21)
H (1.73, -2.58, 1.51)
H (-0.52, -3.02, 4.75)
H (-1.64, -1.67, 4.82)
H (0.07, -1.39, 5.02)
H (-1.65, -3.92, 1.85)
H (-2.33, -2.51, 1.06)
H (-2.73, -2.87, 2.73)
H (-3.74, -0.79, 2.19)
H (-4.09, 0.36, 3.48)
H (-3.18, -1.09, 3.84)
H (-2.28, 2.55, 0.92)
H (-3.06, 2.92, 2.45)
H (-3.74, 1.68, 1.43)
H (-1.27, 0.59, 5.14)
H (-2.16, 2.08, 4.85)
H (-0.44, 1.99, 4.48)
H (1.65, 0.07, 4.84)
H (3.21, -0.08, 4.06)
H (2.11, -1.45, 4.08)
H (1.98, 2.63, 3.36)
H (2.19, 2.63, 1.60)
H (3.34, 1.79, 2.61)
H (4.24, -0.83, 1.95)
H (5.55, -1.16, -0.14)
H (4.42, -0.73, -2.34)
H (2.04, -0.01, -2.32)
C (1.29, -0.53, -5.05)
Si (-0.20, -0.84, -3.91)
C (-1.85, -0.75, -4.82)
C (-0.02, -2.67, -3.68)
N (-0.13, 0.29, -2.57)
C (-0.11, 1.62, -3.02)
C (-0.26, 1.99, -4.37)
C (-0.11, 3.29, -4.81)
C (0.20, 4.27, -3.90)
C (0.28, 3.94, -2.55)
C (0.07, 2.64, -2.06)
N (-0.02, 2.29, -0.68)
Si (0.06, 3.75, 0.34)
C (-0.24, 3.70, 2.20)
C (1.79, 4.53, 0.19)
C (-1.29, 4.96, -0.22)
H (1.08, -0.87, -6.06)
H (2.14, -1.12, -4.68)
H (1.61, 0.51, -5.10)
H (-1.92, -1.59, -5.52)
H (-2.04, 0.16, -5.38)
H (-2.65, -0.86, -4.08)
H (0.06, -3.07, -4.70)
H (-0.90, -3.13, -3.23)
H (0.88, -2.97, -3.15)
H (-0.48, 1.24, -5.11)
H (-0.22, 3.52, -5.87)
H (0.36, 5.29, -4.20)
H (0.51, 4.74, -1.89)
H (0.54, 4.29, 2.68)
H (-0.23, 2.72, 2.65)
H (-1.20, 4.17, 2.43)
H (2.44, 3.92, -0.44)
H (2.27, 4.63, 1.16)
H (1.77, 5.53, -0.25)
H (-1.73, 4.69, -1.19)
H (-0.91, 5.98, -0.32)
H (-2.10, 4.98, 0.51)
O (-0.05, -2.18, -0.57)
N (0.06, -3.46, -0.66)
C (-1.02, -4.25, -0.86)
C (-0.88, -5.62, -0.98)
C (0.37, -6.20, -0.93)
C (1.47, -5.38, -0.77)
C (1.29, -4.02, -0.65)
H (-1.96, -3.74, -0.93)
H (-1.78, -6.21, -1.13)
H (0.49, -7.27, -1.02)
H (2.48, -5.77, -0.75)
H (2.10, -3.31, -0.55)
N (-2.96, -0.68, -1.15)
N (-2.20, 0.49, -0.85)
H (-3.94, -0.43, -1.20)
H (-2.84, -1.31, -0.37)
H (-2.64, 1.06, -0.14)
H (-2.13, 1.04, -1.70)

Results of the Löwdin charge analysis, in e, for atoms 1 through 8: number 1, Ir, carries 1.24; number 2, C, carries -0.17; number 3, Si, carries 0.41; number 4, C, carries -0.18; number 5, C, carries -0.18; number 6, C, carries -0.52; number 7, Si, carries 0.41; number 8, C, carries -0.20

***

A 5-piece molecular cluster, H10O5 overall in a non-equilibrium geometry, computed with wB97M-V/def2-TZVPD.

As for the total energy: -382.188546 Eh. For the HOMO energy, the calculation gives -10.62 eV.

Geometry (Å):
O (0.55, 2.50, -1.76)
H (0.05, 1.96, -1.15)
H (1.46, 2.38, -1.50)
O (-2.70, 0.97, -1.96)
H (-2.14, 0.89, -1.19)
H (-2.93, 0.07, -2.18)
O (0.75, -1.58, 2.97)
H (-0.06, -1.38, 3.45)
H (1.31, -0.82, 3.15)
O (-0.37, 0.46, 0.02)
H (0.11, -0.28, -0.34)
H (-0.03, 0.55, 0.91)
O (1.45, -1.58, -0.33)
H (0.88, -2.27, -0.66)
H (1.67, -1.87, 0.56)

Results of the Löwdin charge analysis, in e, for atoms 1 through 8: number 1, O, carries -0.06; number 2, H, carries -0.03; number 3, H, carries 0.02; number 4, O, carries -0.05; number 5, H, carries -0.01; number 6, H, carries 0.03; number 7, O, carries -0.04; number 8, H, carries 0.04

***

C2H40O20Y as an isolated structure in a non-equilibrium geometry, computed with wB97M-V/def2-TZVPD.

Its net charge is +1. As for the total energy: -1643.176264 Eh. For the HOMO energy, the calculation gives -12.13 eV.

Geometry (Å):
Y (1.22, 1.88, -1.56)
O (0.31, 1.61, 0.41)
C (0.46, 0.20, 0.59)
C (-0.48, -0.40, -0.40)
O (-0.04, 0.10, -1.68)
H (0.45, -0.01, 1.65)
H (1.47, 0.07, 0.16)
H (-1.54, -0.13, -0.40)
H (-0.38, -1.48, -0.41)
O (2.74, 0.18, -2.21)
H (2.68, -0.72, -1.85)
H (3.30, 0.04, -3.02)
O (-0.39, 0.38, 4.20)
H (-0.72, 1.08, 4.82)
H (0.37, 0.78, 3.78)
O (0.85, -2.03, -2.82)
H (0.88, -2.67, -2.17)
H (0.47, -1.25, -2.32)
O (-1.72, -0.90, 2.25)
H (-1.81, -0.16, 1.67)
H (-1.32, -0.54, 3.04)
O (2.80, 0.62, 2.53)
H (1.95, 0.67, 2.14)
H (3.19, -0.06, 1.90)
O (-2.51, -2.64, -0.14)
H (-2.55, -3.19, 0.62)
H (-1.81, -2.02, 0.03)
O (-4.52, -1.24, 0.92)
H (-3.80, -1.69, 0.53)
H (-4.55, -1.57, 1.83)
O (-1.71, -3.45, -2.85)
H (-1.72, -3.47, -1.88)
H (-0.86, -3.09, -3.06)
O (0.32, -3.76, 0.46)
H (-0.65, -3.65, 0.36)
H (0.73, -4.24, -0.23)
O (-3.59, 1.40, -0.95)
H (-3.06, 1.64, -1.73)
H (-4.43, 1.15, -1.25)
O (-2.31, -0.30, -2.94)
H (-1.42, -0.15, -2.54)
H (-2.32, -1.27, -2.97)
O (-0.89, 2.98, -1.83)
H (-1.49, 2.96, -2.55)
H (-1.03, 3.86, -1.39)
O (0.78, 2.49, 2.96)
H (0.29, 3.16, 3.48)
H (0.44, 2.44, 2.03)
O (3.00, 2.28, 0.06)
H (3.97, 2.22, -0.08)
H (2.92, 2.74, 0.91)
O (-2.13, 1.65, 1.52)
H (-2.84, 1.63, 0.83)
H (-1.28, 1.64, 1.01)
O (1.03, 4.16, -0.57)
H (0.38, 4.49, 0.10)
H (1.22, 4.96, -1.11)
O (2.84, -2.04, -0.59)
H (3.19, -2.88, -0.96)
H (2.10, -2.18, -0.03)
O (4.61, -0.75, 0.98)
H (3.98, -1.31, 0.52)
H (4.91, -0.23, 0.21)

Results of the Löwdin charge analysis, in e, for atoms 1 through 8: number 1, Y, carries 1.73; number 2, O, carries -0.41; number 3, C, carries -0.27; number 4, C, carries -0.23; number 5, O, carries -0.42; number 6, H, carries 0.12; number 7, H, carries 0.08; number 8, H, carries 0.12

***

A 2-piece molecular cluster, C5H15NOS overall in a non-equilibrium geometry, computed with wB97M-V/def2-TZVPD.

As for the total energy: -727.646247 Eh. For the HOMO energy, the calculation gives -8.48 eV.

Geometry (Å):
S (-1.34, 2.79, 1.37)
N (1.71, -1.31, -0.07)
C (-2.16, 2.39, -0.21)
C (1.62, -2.76, -0.44)
C (-0.81, 1.01, 1.74)
C (0.65, -0.87, 0.89)
C (0.42, 0.60, 0.87)
H (2.68, -1.07, 0.17)
H (-2.56, 3.29, -0.70)
H (-3.00, 1.73, 0.05)
H (-1.50, 1.87, -0.91)
H (0.77, -2.95, -1.12)
H (1.40, -3.23, 0.53)
H (2.52, -3.22, -0.87)
H (-0.56, 0.95, 2.81)
H (-1.68, 0.35, 1.56)
H (-0.34, -1.34, 0.72)
H (1.03, -1.23, 1.87)
H (0.39, 0.99, -0.16)
H (1.28, 1.08, 1.39)
O (-0.56, 0.20, -3.23)
H (-0.11, 1.04, -3.48)
H (0.14, -0.32, -2.77)

Results of the Löwdin charge analysis, in e, for atoms 1 through 8: number 1, S, carries 0.74; number 2, N, carries -0.15; number 3, C, carries -0.43; number 4, C, carries -0.14; number 5, C, carries -0.46; number 6, C, carries -0.27; number 7, C, carries -0.28; number 8, H, carries 0.11

***

One molecule with the formula C4H5NO2, computed with wB97M-V/def2-TZVPD.

As for the total energy: -360.592350 Eh. For the HOMO energy, the calculation gives -10.32 eV.

Geometry (Å):
O (-1.95, 0.03, 1.17)
C (-1.51, -0.44, 0.15)
C (-0.34, 0.17, -0.63)
C (0.61, 0.92, 0.32)
N (1.45, -0.07, 0.92)
C (2.03, -1.08, 1.10)
O (0.29, -0.79, -1.42)
H (-1.93, -1.35, -0.32)
H (-0.77, 0.90, -1.33)
H (1.25, 1.62, -0.23)
H (0.05, 1.45, 1.09)
H (0.83, -1.36, -0.83)

Results of the Löwdin charge analysis, in e, for atoms 1 through 8: number 1, O, carries 0.07; number 2, C, carries -0.19; number 3, C, carries -0.35; number 4, C, carries -0.14; number 5, N, carries -0.05; number 6, C, carries 0.06; number 7, O, carries -0.03; number 8, H, carries 0.14

***

An isolated ion of composition C3H7N2 and charge +1 in a non-equilibrium geometry, computed with wB97M-V/def2-TZVPD.

Its net charge is +1. The expectation value of S² is 2.006. As for the total energy: -227.482317 Eh. Its spin multiplicity is 3. For the HOMO energy (alpha / beta), the calculation gives -12.31 / -17.32 eV.

Geometry (Å):
C (-0.52, 0.40, 0.31)
C (-1.65, -0.34, 0.07)
C (1.55, -0.46, -0.37)
N (0.77, 0.07, 0.66)
N (0.23, 1.47, 0.41)
H (-1.51, -0.71, -0.90)
H (-2.56, 0.37, 0.10)
H (-1.71, -1.30, 0.64)
H (0.87, -0.59, -1.26)
H (2.32, 0.22, -0.60)
H (1.99, -1.45, -0.03)
H (0.20, 2.32, 0.97)

Results of the Löwdin charge analysis, in e, for atoms 1 through 8: number 1, C, carries -0.38; number 2, C, carries -0.01; number 3, C, carries -0.01; number 4, N, carries 0.16; number 5, N, carries 0.31; number 6, H, carries 0.07; number 7, H, carries 0.15; number 8, H, carries 0.13

***

C18H30F4Li2N2O26S4 as an isolated structure in a non-equilibrium geometry, computed with wB97M-V/def2-TZVPD.

As for the total energy: -4776.609524 Eh. For the HOMO energy, the calculation gives -10.71 eV.

Geometry (Å):
Li (-4.19, -1.92, 0.07)
Li (-2.51, -2.49, -3.31)
N (-1.21, -0.22, -1.00)
S (-0.92, 1.33, -1.55)
O (-0.19, 1.45, -2.86)
O (-1.12, 2.51, -0.72)
F (-2.44, 1.45, -2.17)
S (0.00, -0.03, -0.09)
O (-0.37, 0.47, 1.25)
O (1.32, 0.24, -0.74)
F (0.15, -1.65, 0.22)
N (-5.42, -4.08, -2.39)
S (-6.95, -3.72, -3.15)
O (-8.20, -3.80, -2.39)
O (-7.10, -4.06, -4.57)
F (-6.85, -2.13, -3.44)
S (-5.75, -5.55, -2.29)
O (-5.80, -6.29, -3.52)
O (-6.59, -5.87, -1.19)
F (-4.28, -5.86, -1.69)
C (-2.04, 8.18, 1.04)
C (-1.83, 9.05, -0.13)
O (-2.68, 10.13, 0.22)
C (-2.91, 10.19, 1.52)
O (-3.33, 11.19, 2.14)
O (-2.45, 9.07, 2.11)
H (-1.11, 7.66, 1.26)
H (-2.87, 7.53, 0.77)
H (-2.24, 8.62, -1.05)
H (-0.79, 9.29, -0.36)
C (6.57, -3.13, 0.33)
C (7.73, -3.60, 1.20)
O (7.12, -4.19, 2.37)
C (5.86, -4.45, 2.11)
O (5.01, -5.01, 2.80)
O (5.52, -3.76, 1.06)
H (6.69, -3.43, -0.71)
H (6.43, -2.06, 0.47)
H (8.29, -2.71, 1.46)
H (8.27, -4.34, 0.61)
C (5.75, 1.77, -5.15)
C (7.07, 1.17, -4.82)
O (7.86, 1.75, -5.80)
C (7.15, 2.15, -6.90)
O (7.59, 2.56, -7.93)
O (5.84, 2.09, -6.50)
H (5.50, 2.72, -4.67)
H (4.93, 1.05, -5.05)
H (7.13, 0.09, -4.64)
H (7.36, 1.53, -3.83)
C (-4.60, 3.02, 3.70)
O (-6.03, 2.93, 3.43)
C (-6.51, 2.18, 2.44)
O (-5.81, 1.41, 1.76)
O (-7.88, 2.26, 2.49)
C (-8.58, 1.45, 1.55)
H (-4.09, 2.84, 2.75)
H (-4.22, 2.19, 4.29)
H (-4.29, 3.91, 4.23)
H (-8.41, 0.40, 1.74)
H (-8.43, 1.79, 0.52)
H (-9.61, 1.59, 1.90)
C (2.62, -3.02, -6.65)
O (3.06, -3.87, -5.57)
C (2.26, -4.49, -4.72)
O (1.08, -4.37, -4.70)
O (2.99, -5.26, -3.86)
C (2.34, -5.90, -2.83)
H (2.00, -3.55, -7.38)
H (3.31, -2.47, -7.29)
H (2.06, -2.21, -6.20)
H (1.93, -6.82, -3.24)
H (1.53, -5.38, -2.33)
H (3.09, -6.27, -2.13)
C (2.66, -0.47, 6.83)
O (1.54, 0.21, 7.42)
C (0.73, -0.39, 8.27)
O (0.73, -1.54, 8.68)
O (-0.33, 0.47, 8.52)
C (-1.45, 0.21, 9.31)
H (2.53, -0.56, 5.75)
H (2.57, -1.53, 7.10)
H (3.64, -0.19, 7.20)
H (-1.17, 0.40, 10.35)
H (-1.99, -0.74, 9.21)
H (-2.24, 0.91, 9.09)

Results of the Löwdin charge analysis, in e, for atoms 1 through 8: number 1, Li, carries 0.91; number 2, Li, carries 0.91; number 3, N, carries -0.31; number 4, S, carries 0.58; number 5, O, carries -0.30; number 6, O, carries -0.26; number 7, F, carries -0.28; number 8, S, carries 0.47

***

Per-record energy relative to the best compared isomer or geometry (same formula, charge and spin), eV: 0.000, 0.969, 0.453, 1.074, 2.097, 2.502, 8.146